ORCA calculation (ωB97M-V/def2-TZVPD) on an isolated molecule of C3H8N2O in a non-equilibrium geometry.

Properties
Lowest unoccupied orbital energy: 0.87 eV
Energy relative to the best compared isomer or geometry (same formula, charge and spin): 1.281 eV
Frontier orbital gap: 10.363 eV

Each line ends with the natural charge from an NBO analysis.
Element x y z (Å)
N (0.611, -1.921, 0.891)  -0.87
C (0.078, -0.555, 1.497)  -0.30
C (-0.174, 0.486, 0.302)  0.67
N (0.289, 0.065, -0.931)  -0.61
C (-0.048, 0.764, -2.086)  -0.43
O (-0.772, 1.564, 0.474)  -0.64
H (-0.199, -2.431, 0.610)  0.35
H (1.097, -2.526, 1.515)  0.37
H (0.651, -0.081, 2.234)  0.22
H (-0.836, -0.721, 1.973)  0.20
H (0.435, -0.905, -0.945)  0.41
H (-0.490, 0.125, -2.885)  0.19
H (0.771, 1.270, -2.554)  0.19
H (-0.688, 1.577, -1.731)  0.24


ORCA calculation (ωB97M-V/def2-TZVPD) on an isolated molecule of C3H9NOS in a non-equilibrium geometry.

Properties
Lowest unoccupied orbital energy: 0.61 eV
Energy relative to the best compared isomer or geometry (same formula, charge and spin): 4.077 eV
Frontier orbital gap: 9.453 eV

Each line ends with the natural charge from an NBO analysis.
Element x y z (Å)
C (-2.369, -0.166, 0.107)  -0.42
C (1.252, 0.351, 1.365)  -0.82
C (1.360, -0.604, -1.402)  -0.80
N (-1.055, -0.734, -0.087)  -0.94
O (-0.198, 1.692, -0.531)  -0.94
S (0.182, 0.159, -0.203)  1.85
H (-2.592, -0.168, 1.256)  0.18
H (-3.126, -0.617, -0.511)  0.20
H (-2.372, 0.930, -0.139)  0.21
H (0.956, 1.309, 2.046)  0.26
H (1.107, -0.518, 2.051)  0.24
H (2.171, 0.600, 0.963)  0.22
H (0.772, -1.275, -2.094)  0.27
H (1.851, 0.230, -1.933)  0.26
H (2.059, -1.190, -0.888)  0.23


ORCA calculation (ωB97M-V/def2-TZVPD) on a structure of composition C6H7NO in a non-equilibrium geometry.

Properties
Lowest unoccupied orbital energy: 1.05 eV
Energy relative to the best compared isomer or geometry (same formula, charge and spin): 4.545 eV
Frontier orbital gap: 9.667 eV

Each line ends with the natural charge from an NBO analysis.
Element x y z (Å)
C (0.198, 1.793, -0.408)  -0.20
C (0.038, 1.282, 0.820)  -0.15
C (0.496, -1.517, 0.761)  -0.42
C (0.483, 0.443, -1.049)  -0.11
C (-0.840, -1.282, 0.091)  0.07
C (0.253, -0.101, 0.363)  -0.10
N (-0.509, -0.173, -1.929)  -0.31
O (-0.908, -1.408, -1.293)  -0.39
H (0.148, 2.771, -0.839)  0.21
H (-0.177, 1.694, 1.789)  0.21
H (0.474, -1.752, 1.817)  0.22
H (1.237, -2.068, 0.198)  0.23
H (1.482, 0.310, -1.470)  0.20
H (-1.772, -1.318, 0.634)  0.19
H (-1.350, 0.411, -1.957)  0.33


ORCA calculation (ωB97M-V/def2-TZVPD) on a cluster of 2 separate species, C8H17IOSi in total in a non-equilibrium geometry.

Properties
Lowest unoccupied orbital energy (alpha / beta): -0.68 / 0.09 eV
Energy relative to the best compared isomer or geometry (same formula, charge and spin): 0.322 eV
Frontier orbital gap (alpha / beta): 7.492 / 7.539 eV

Each line ends with the natural charge from an NBO analysis.
Element x y z (Å)
C (2.474, 1.932, 0.869)  -0.39
C (3.166, 1.462, -0.439)  -0.40
C (1.816, 0.870, 1.658)  -0.42
C (1.898, 0.906, -1.294)  -0.39
C (0.651, 0.392, 0.913)  -0.38
C (0.995, -0.025, -0.564)  -0.32
C (-4.017, -3.242, -0.408)  -0.25
C (-0.214, -0.289, -1.340)  -0.26
O (-4.412, -1.830, -0.350)  -0.92
Si (-3.489, -0.594, 0.310)  1.09
I (-5.306, 0.921, 0.864)  -0.24
H (3.225, 2.440, 1.478)  0.21
H (1.636, 2.586, 0.533)  0.19
H (3.568, 2.328, -0.935)  0.20
H (4.041, 0.767, -0.321)  0.20
H (2.678, 0.210, 2.007)  0.21
H (1.405, 1.502, 2.526)  0.21
H (1.411, 1.874, -1.416)  0.20
H (2.227, 0.381, -2.288)  0.21
H (0.179, -0.422, 1.351)  0.21
H (-0.031, 1.301, 0.626)  0.19
H (1.501, -0.986, -0.501)  0.19
H (-3.315, -3.337, -1.203)  0.18
H (-4.990, -3.821, -0.484)  0.21
H (-3.407, -3.562, 0.498)  0.17
H (-0.273, -1.265, -1.558)  0.16
H (-0.761, 0.420, -1.879)  0.18
H (-2.656, -0.918, 1.346)  -0.24


ORCA calculation (ωB97M-V/def2-TZVPD) on a cluster of 2 separate species, C4H12N2O2 in total in a non-equilibrium geometry.

Properties
Lowest unoccupied orbital energy: 0.61 eV
Energy relative to the best compared isomer or geometry (same formula, charge and spin): 0.993 eV
Frontier orbital gap: 10.383 eV

Each line ends with the natural charge from an NBO analysis.
Element x y z (Å)
C (-0.815, -1.868, 0.629)  -0.41
N (-0.110, -0.810, -0.087)  -0.46
C (1.316, -0.842, 0.265)  -0.43
C (-0.278, -1.000, -1.520)  -0.44
H (-0.711, -1.748, 1.706)  0.21
H (-0.385, -2.850, 0.361)  0.17
H (-1.877, -1.806, 0.409)  0.21
H (1.817, -0.116, -0.397)  0.20
H (1.519, -0.581, 1.300)  0.21
H (1.792, -1.804, 0.039)  0.18
H (0.285, -0.233, -2.055)  0.21
H (-1.319, -0.948, -1.839)  0.22
H (0.095, -1.979, -1.880)  0.18
N (0.336, 2.390, 1.164)  -0.86
C (-0.592, 2.767, 0.220)  0.88
O (-0.997, 1.816, -0.653)  -0.73
O (-1.081, 3.864, 0.190)  -0.62
H (0.703, 3.166, 1.688)  0.40
H (1.015, 1.712, 0.900)  0.38
H (-0.713, 0.868, -0.440)  0.51


ORCA calculation (ωB97M-V/def2-TZVPD) on a cluster of 2 separate species, C14H16O in total in a non-equilibrium geometry.

Properties
Lowest unoccupied orbital energy: 0.69 eV
Energy relative to the best compared isomer or geometry (same formula, charge and spin): 2.873 eV
Frontier orbital gap: 9.253 eV

Each line ends with the natural charge from an NBO analysis.
Element x y z (Å)
C (-0.175, 1.631, 2.578)  -0.64
C (-0.693, 0.306, 2.032)  -0.02
C (-1.448, 0.388, 0.888)  -0.20
C (-0.384, -1.005, 2.674)  -0.22
C (-1.704, -0.842, 0.084)  -0.26
C (-0.935, -2.077, 2.105)  -0.23
C (-1.418, -2.024, 0.677)  0.26
O (-1.908, -3.175, 0.030)  -0.71
H (-0.999, 2.340, 2.382)  0.22
H (0.678, 1.941, 1.967)  0.22
H (-1.745, 1.333, 0.467)  0.21
H (0.244, -1.067, 3.526)  0.22
H (-2.202, -0.659, -0.848)  0.22
H (-1.051, -3.193, 2.383)  0.23
H (-1.129, -3.626, -0.472)  0.48
H (0.174, 1.717, 3.678)  0.22
C (-0.169, -1.050, -2.700)  -0.66
C (2.697, 0.819, -0.917)  -0.22
C (1.938, -0.176, -1.573)  -0.22
C (2.146, 2.043, -0.679)  -0.23
C (0.593, 0.074, -2.027)  0.02
C (0.796, 2.317, -1.206)  -0.19
C (0.012, 1.366, -1.784)  -0.24
H (3.652, 0.471, -0.554)  0.22
H (2.264, -1.277, -1.641)  0.21
H (2.553, 2.795, -0.017)  0.22
H (0.414, 3.304, -0.930)  0.21
H (-1.099, -0.665, -3.364)  0.23
H (-0.580, -1.550, -1.882)  0.23
H (-1.054, 1.380, -1.888)  0.21
H (0.531, -1.840, -2.987)  0.23


ORCA calculation (ωB97M-V/def2-TZVPD) on a structure of composition C9H16LuN2PS in a non-equilibrium geometry.

Properties
Lowest unoccupied orbital energy (alpha / beta): -0.30 / -0.79 eV
Energy relative to the best compared isomer or geometry (same formula, charge and spin): 1.532 eV
Frontier orbital gap (alpha / beta): 5.287 / 4.924 eV

Each line ends with the natural charge from an NBO analysis.
Element x y z (Å)
C (-2.393, -2.771, -0.681)  -0.41
C (-1.905, -3.754, 0.241)  -0.33
C (-2.178, -3.283, 1.540)  -0.32
C (-3.002, -2.132, 1.487)  -0.32
C (-3.068, -1.738, 0.104)  -0.40
Lu (-0.090, -0.240, -0.440)  1.06
P (-0.958, 0.082, -2.974)  -0.10
H (-2.468, -2.828, -1.786)  0.19
H (-1.414, -4.706, -0.044)  0.20
H (-1.849, -3.752, 2.457)  0.20
H (-3.705, -0.951, -0.351)  0.20
H (-3.470, -1.610, 2.316)  0.20
H (-2.184, 0.813, -3.214)  0.09
H (-0.828, -1.084, -3.831)  0.06
H (0.212, 0.953, -3.230)  0.06
S (-0.337, -0.087, 2.055)  -0.19
C (0.883, 0.906, 1.282)  -0.06
N (1.744, 0.428, 0.191)  -0.79
C (2.912, 1.169, -0.337)  -0.20
C (3.014, 2.472, 0.403)  -0.43
C (1.669, 3.132, 0.610)  -0.21
N (0.786, 2.233, 1.332)  -0.62
H (1.939, -0.567, 0.449)  0.41
H (2.775, 1.264, -1.412)  0.20
H (3.751, 0.494, -0.145)  0.21
H (3.658, 3.144, -0.172)  0.23
H (3.508, 2.326, 1.367)  0.22
H (1.211, 3.435, -0.333)  0.19
H (1.762, 4.041, 1.232)  0.22
H (0.024, 2.611, 1.886)  0.43


ORCA calculation (ωB97M-V/def2-TZVPD) on a structure of composition C17H29AlBBe2Br2Cl4FINO12P2 in a non-equilibrium geometry.

Properties
Lowest unoccupied orbital energy: -5.66 eV
Frontier orbital gap: 1.281 eV

Each line ends with the Mulliken charge.
Element x y z (Å)
C (1.844, -4.184, -2.431)  -0.01
C (2.184, -3.034, -2.191)  -0.50
C (2.177, -1.474, -1.936)  -0.58
C (1.348, -1.155, -0.617)  0.06
C (-0.065, -1.866, -0.605)  -0.77
C (-1.238, -0.996, 0.079)  1.41
C (-1.411, -1.428, 1.583)  -1.87
C (-0.050, -1.421, 2.452)  0.26
C (-0.483, -0.956, 3.921)  -1.19
I (0.614, -3.513, 2.678)  0.21
O (-1.135, 0.383, -0.216)  0.05
C (-1.221, 1.274, 0.894)  0.55
O (-2.202, 1.584, 1.500)  -0.50
B (0.136, 2.068, 1.323)  0.35
O (0.775, 1.987, 2.577)  -0.67
C (0.652, 3.042, 0.130)  0.53
C (2.234, 3.094, -0.062)  -0.99
P (-2.850, -1.598, -0.812)  0.60
O (-2.787, -3.266, -0.978)  -0.36
Cl (-2.707, -0.698, -2.710)  -0.18
H (1.549, -5.255, -2.592)  0.37
H (1.694, -0.902, -2.786)  0.32
H (3.248, -1.169, -1.759)  0.41
H (1.334, -0.036, -0.476)  -0.59
H (1.946, -1.575, 0.260)  0.32
H (-0.059, -2.923, -0.193)  -0.11
H (-0.381, -1.971, -1.703)  0.58
H (-1.723, -2.529, 1.555)  0.67
H (-2.271, -0.918, 2.133)  0.59
H (0.768, -0.785, 2.013)  -0.09
H (-0.485, 0.167, 4.055)  0.28
H (0.301, -1.360, 4.641)  0.40
H (-1.490, -1.351, 4.245)  0.45
H (1.472, 1.300, 2.601)  0.35
H (0.172, 2.642, -0.860)  -0.44
H (0.165, 4.098, 0.315)  0.73
H (2.456, 4.025, -0.700)  0.06
H (2.794, 3.245, 0.917)  0.33
H (2.654, 2.218, -0.646)  0.27
H (-1.996, -3.555, -1.513)  0.35
Be (0.202, 5.176, -0.742)  0.69
C (5.142, 4.750, -0.847)  0.72
O (5.423, 5.962, -1.049)  -0.73
O (4.892, 4.505, 0.482)  -0.45
O (5.058, 3.797, -1.630)  -0.66
H (5.050, 5.434, 0.735)  0.30
F (-1.451, -2.757, 5.614)  -0.79
Be (0.737, 7.446, 0.019)  0.17
Br (-0.390, 3.166, -2.637)  -0.57
Br (-4.901, -2.766, 0.412)  -0.15
O (-4.629, 2.528, -0.796)  -0.30
P (-4.383, 3.814, -0.011)  0.49
O (-4.532, 3.519, 1.480)  -0.31
O (-5.414, 4.858, -0.442)  -0.45
O (-2.963, 4.343, -0.296)  -0.24
C (4.346, 7.789, -4.063)  0.02
Cl (4.374, 6.551, -5.320)  -0.11
Cl (4.298, 9.405, -4.779)  -0.13
Cl (2.961, 7.546, -2.985)  -0.09
H (5.255, 7.700, -3.472)  0.28
C (-1.177, -5.786, -0.085)  0.31
O (-1.312, -5.489, -1.268)  -0.78
N (-1.996, -6.601, 0.611)  0.15
C (-1.769, -6.905, 2.013)  -0.83
C (-3.138, -7.193, -0.061)  -0.96
H (-0.344, -5.390, 0.515)  0.19
H (-1.637, -7.983, 2.127)  0.38
H (-2.636, -6.581, 2.593)  0.35
H (-0.881, -6.394, 2.384)  0.17
H (-2.788, -7.792, -0.904)  0.30
H (-3.782, -6.397, -0.441)  0.27
H (-3.701, -7.822, 0.627)  0.40
Al (-1.875, 6.357, -1.866)  0.72